(1)
Molecular formula: C39H33FFeN2O4P
Method: DFT, the ωB97M-V functional and the def2-TZVPD basis

Atoms and positions in Å:
C 1.910 3.372 -4.545
H 2.652 3.742 -5.240
C -4.377 2.352 -4.062
C 1.429 1.908 0.909
O -0.516 -2.262 3.555
H 2.626 -8.286 -0.292
C -2.599 3.583 1.724
C 1.739 -6.383 -0.645
H 3.647 -1.191 1.579
C -2.875 -0.976 -1.940
C 1.860 3.883 -3.254
H -4.797 3.196 -4.591
C 0.147 -4.384 1.950
H 0.890 3.793 -1.347
H -5.889 0.983 -4.731
C 1.499 -7.714 1.454
C -1.711 3.067 -0.460
O -0.699 -0.901 1.794
H -2.244 -2.010 0.678
C 0.917 3.409 -2.359
H -1.814 -6.654 1.633
H -2.216 1.589 1.024
F 2.951 -4.724 -3.612
H 2.151 -0.331 3.355
C -2.181 2.651 0.790
H -3.211 -1.950 -2.292
H 1.290 -8.710 1.842
H -4.909 -0.945 -3.546
H 1.058 1.997 -5.950
H 2.707 -7.011 -2.443
C 2.241 1.385 -0.112
H 2.570 4.637 -2.943
O 0.856 -1.676 -0.330
C 0.071 1.906 -4.052
H -2.779 3.498 -3.234
C 0.777 -2.834 0.214
C 1.398 1.278 2.158
H -1.013 -7.243 0.171
N -2.240 -0.896 -0.844
C 1.299 -3.983 -0.498
C -0.008 2.442 -2.764
H 0.273 -6.716 2.898
H -0.607 1.116 -4.351
H 0.895 -8.341 -0.530
C 0.214 -3.090 1.478
C -1.000 -7.275 1.260
H -1.180 -8.299 1.584
C -3.232 2.518 -3.296
H 2.317 1.890 -1.065
C -2.686 1.444 -2.605
C 3.035 0.270 0.135
P -1.196 1.745 -1.594
C 1.016 2.388 -4.942
H 0.906 2.847 0.768
H -0.303 -4.555 2.920
C 2.379 -4.892 -2.420
C 2.179 0.148 2.386
C -4.984 1.108 -4.154
H 3.695 -0.099 -0.638
C 0.341 -6.793 1.813
H -1.307 4.770 -1.729
H -2.030 6.408 -0.052
C 1.697 -7.768 -0.056
H 2.413 -7.357 1.934
C -4.434 0.027 -3.492
H 1.949 -2.814 -2.187
O -2.045 -2.148 -0.261
C -2.077 5.352 0.177
H -2.959 3.259 2.690
C -3.292 0.186 -2.703
H 0.835 1.713 2.973
C -2.541 4.936 1.418
C 1.889 -3.801 -1.754
H -2.857 5.666 2.151
C 3.002 -0.345 1.382
C 1.211 -5.277 0.058
C 2.309 -6.175 -1.881
C -1.664 4.425 -0.768
C -0.364 -2.013 2.383
N 0.606 -5.436 1.288
Fe -0.160 0.002 0.108

- Multiplicity: 6
- Charge: +2
- Gap between HOMO and LUMO (alpha / beta): 8.164 / 5.644 eV



(2)
Molecular formula: C35H47BiN9O4S
Method: DFT, the ωB97M-V functional and the def2-TZVPD basis

Atoms and positions in Å:
H 4.643 -1.963 -1.436
H -2.820 1.781 3.731
H 0.036 -1.967 -2.477
H 3.306 1.604 -0.806
C -3.810 -2.053 -1.496
H 5.255 5.234 3.772
H -0.040 4.501 0.741
C -1.728 -3.277 -0.890
C -0.073 -4.583 1.995
H 5.573 6.746 4.529
H 1.941 -6.420 -0.012
H -0.164 2.631 -0.322
C -2.862 0.056 -0.099
H 0.773 6.546 1.478
H -0.713 -0.679 2.450
H 0.511 -5.100 -1.304
N 3.990 6.129 1.802
H 0.053 -4.513 4.133
H 3.127 6.183 -0.078
H 5.241 0.210 -0.580
H 1.986 -6.047 4.249
H 3.735 8.665 2.219
O -3.276 1.478 1.747
H 0.567 -1.988 4.091
H -1.912 -5.990 0.179
C -0.206 -0.168 3.264
H 0.899 -1.751 -4.003
O -2.453 -4.391 -1.004
C -2.568 2.226 2.772
C 2.119 -2.398 -2.381
H -4.789 0.966 -0.348
O 3.135 3.260 1.876
N 0.993 -0.130 -2.635
C -4.621 -0.941 -1.348
C 2.090 -6.318 2.125
C 1.005 1.094 5.414
H -2.914 3.257 2.738
C -1.078 2.043 2.397
H -4.164 -2.948 -1.986
H -0.593 3.015 2.283
C 1.541 5.779 1.368
H 4.496 8.667 3.754
C 2.856 6.465 0.940
C 4.140 -1.629 -0.530
H 2.221 0.277 -4.320
N -0.484 -3.361 -0.653
C 1.534 -5.988 0.895
H 2.922 -7.008 2.173
H 2.735 7.545 0.917
H 0.653 2.912 -1.710
N 5.098 6.227 3.810
H 1.673 5.326 2.351
C 1.565 -5.779 3.289
C 1.682 3.459 0.008
H 4.630 -2.135 0.301
H 3.899 -0.403 -2.764
C 1.107 -0.283 5.275
C 2.075 0.628 -3.295
C -4.159 0.120 -0.584
C -2.530 -2.029 -0.950
H 4.073 0.120 0.740
H 1.645 -0.864 6.011
H 3.052 -2.182 -2.893
C -0.295 1.215 3.391
C 0.952 -1.587 -2.922
H 0.109 0.245 -2.969
C 4.235 -0.122 -0.310
C 0.311 1.840 4.473
N -1.141 1.363 1.087
N 0.759 2.582 -0.756
C 0.481 -4.913 3.223
H 0.241 2.917 4.584
H 1.756 1.669 -3.360
H 4.119 5.125 1.883
H 0.779 5.296 -0.574
N 3.219 0.633 -1.082
N -2.028 -0.966 -0.316
C -2.366 1.032 0.898
C 0.953 4.773 0.371
H 1.894 -3.446 -2.570
C 4.396 6.839 2.856
H -5.618 -0.928 -1.765
H 4.065 1.322 -2.904
C 0.452 -5.121 0.823
O 2.030 1.427 1.302
C 2.326 2.678 1.175
N 4.144 8.140 2.972
C -0.182 -4.808 -0.511
H 2.521 3.705 -0.653
Bi 0.948 0.141 -0.153
C -1.553 -5.493 -0.719
S 2.440 -2.278 -0.571
H 1.465 1.588 6.259
H -1.580 -6.182 -1.559
H -0.931 -3.921 1.950
C 0.501 -0.913 4.198
C 3.400 0.535 -2.543

- Multiplicity: 1
- Charge: +3
- Gap between HOMO and LUMO: 7.081 eV



(3)
Molecular formula: C5H12O2
Method: DFT, the ωB97M-V functional and the def2-TZVPD basis

Atoms and positions in Å:
C 0.844 0.538 1.105
H 2.649 0.672 2.313
H -1.748 -1.203 -1.923
H 2.947 0.684 0.568
H 0.671 1.623 1.073
C -1.125 0.280 -0.474
H -1.247 1.366 -0.342
C -1.586 -0.123 -1.871
H -2.516 0.386 -2.141
H 2.503 -0.828 1.373
C 2.320 0.251 1.357
O 0.497 -1.481 -0.222
H -2.793 -0.453 0.260
H -0.832 0.134 -2.622
O -1.869 -0.408 0.534
H 0.947 0.308 -1.035
H 0.231 0.146 1.926
C 0.341 -0.075 -0.203
H -0.231 -1.818 0.323

- Structure (SMILES): CC[C@@H](O)[C@@H](C)O
- Multiplicity: 1
- Gap between HOMO and LUMO: 10.836 eV



(4)
Molecular formula: C6H11NO
Method: DFT, the ωB97M-V functional and the def2-TZVPD basis

Atoms and positions in Å:
C 1.104 0.879 0.470
H -1.332 -0.650 1.319
H 0.775 -1.288 1.859
H 1.526 1.044 1.477
O 1.732 1.175 -0.573
H -0.273 1.820 -1.422
C 0.792 -1.018 0.804
C 1.468 -1.809 -0.042
H -2.279 -0.280 -1.091
C -0.475 1.184 0.489
H -1.509 -1.868 -0.831
H -0.669 2.992 -0.397
H 1.945 -2.725 0.288
C -1.337 -0.791 -0.866
C -0.814 -0.271 0.439
H -0.628 -0.551 -1.665
H 1.615 -1.503 -1.072
N -0.880 2.024 -0.626
H -0.762 1.635 1.440

- Multiplicity: 1
- Gap between HOMO and LUMO: 8.193 eV



(5)
Molecular formula: C29H30BaN6O4PS3
Method: DFT, the ωB97M-V functional and the def2-TZVPD basis

Atoms and positions in Å:
O -3.262 1.930 1.455
C 4.263 -3.171 -2.730
C -4.078 -4.101 -1.259
N 2.126 1.014 1.205
H 4.555 2.549 1.673
C -3.092 5.194 0.089
N -3.270 -3.133 -1.995
S 2.956 1.423 -2.562
C 2.100 0.837 -1.086
H -1.603 -5.907 0.027
C -2.889 2.952 0.848
C -0.672 -3.539 -0.570
C 2.675 0.115 -3.786
C -3.751 4.181 0.752
H 4.037 -4.003 -2.074
C 2.636 1.699 2.180
H 2.441 -2.125 -2.272
H -2.495 -4.434 1.685
C 3.469 1.412 5.832
O -1.401 4.546 -1.813
H -3.803 -1.485 -0.810
H -2.507 -6.186 -1.474
C 2.437 1.324 3.603
H -2.411 -4.560 -3.237
H -5.451 7.573 0.213
C 2.458 0.587 6.331
C 1.401 0.479 4.117
C -2.898 -2.000 -1.142
N -1.298 -4.498 -1.484
C -2.172 -5.421 -0.768
C 3.534 2.881 1.874
N 2.655 1.346 -0.042
H -1.446 -3.086 -3.016
H -3.142 7.214 -0.647
O 0.413 0.017 3.422
H 2.456 0.296 7.376
H -4.945 -3.592 -0.833
H 4.271 1.767 6.467
P -1.894 -2.481 0.353
C -3.000 -3.874 0.893
H 6.660 -2.057 -4.840
H 0.671 -0.498 5.861
C 3.361 -2.122 -2.843
H 2.807 0.620 -4.744
C 3.636 -1.039 -3.673
H -5.532 3.559 1.760
C -5.633 5.600 1.033
Ba -0.685 0.777 1.328
C -5.031 4.365 1.238
C -3.672 6.429 -0.124
H 4.240 2.371 4.124
C 5.734 -2.081 -4.277
H -6.636 5.778 1.399
H -0.056 -4.078 0.154
H -0.004 -2.876 -1.124
H -4.431 -4.855 -1.968
N -3.361 -4.796 -0.189
C 1.465 0.142 5.496
H 3.187 3.375 0.972
C -4.961 6.619 0.360
H -2.318 -1.284 -1.730
H 1.638 -0.204 -3.702
H 5.059 -0.191 -5.031
C 5.452 -3.157 -3.446
S 0.701 -0.174 -1.301
C -2.082 -3.814 -2.509
O -0.471 5.291 0.343
H 3.542 3.593 2.695
H 6.154 -3.976 -3.355
H -3.911 -3.456 1.327
C 4.832 -1.033 -4.387
S -1.491 4.585 -0.382
C 3.432 1.758 4.498
N -1.701 3.090 0.239

- Multiplicity: 1
- Charge: -1
- Gap between HOMO and LUMO: 6.785 eV



(6)
Molecular formula: C18H37O3P3Pt
Method: DFT, the ωB97M-V functional and the def2-TZVPD basis

Atoms and positions in Å:
C 3.534 -1.618 0.294
H 3.005 -1.711 1.251
H -2.289 1.700 0.982
H -4.088 -0.400 -1.265
C 0.046 2.851 3.081
H 1.480 3.680 0.204
O -1.963 -1.752 1.588
H 1.545 1.118 -3.282
H 2.703 2.807 -1.812
H -2.991 1.918 2.612
H -1.283 0.811 5.045
H -4.194 -1.202 -2.876
H -3.432 -3.274 -0.552
H -2.115 -1.924 0.635
P 3.127 -0.006 -0.436
H -0.813 -2.735 2.971
H -1.192 -3.719 1.528
H 3.212 -2.426 -0.375
C -0.765 0.256 4.256
H 0.256 0.024 4.581
H 4.924 -0.248 -2.056
H 5.170 1.049 0.338
P -0.716 1.264 2.776
O 1.207 -0.428 2.184
H 1.127 2.720 3.241
Pt 0.773 0.787 -0.444
H -3.300 -3.668 -2.309
H -1.928 -3.999 -1.194
H -2.453 -3.404 2.759
C 0.972 3.067 -0.534
H -2.214 2.210 -1.451
C -1.126 2.183 -1.443
C 0.993 1.625 -2.494
H 3.817 2.225 0.245
H -1.306 -0.677 4.056
H -0.932 0.925 -3.190
P -2.091 -1.650 -1.782
C 3.848 -0.033 -2.112
H -2.076 -2.245 -4.129
H -0.523 -2.663 -3.326
H 3.695 0.923 -2.626
H -0.397 3.282 3.991
H -0.920 3.107 0.515
C -1.315 -1.908 -3.414
H 3.879 1.050 1.585
H 3.358 -0.823 -2.699
H -2.701 0.263 1.960
C 4.097 1.201 0.519
C -2.322 1.295 2.001
C 1.653 2.571 -1.659
C -0.403 2.734 -0.363
C 0.511 0.409 1.618
C -2.757 -3.313 -1.420
C -1.587 -2.976 2.236
C 0.279 -1.084 -0.757
C -3.547 -0.636 -2.192
H -0.107 3.546 2.245
H -3.227 0.309 -2.650
H -0.859 -0.975 -3.766
O 0.519 -2.233 -0.723
H 4.620 -1.690 0.460
C -0.419 1.506 -2.426

- Multiplicity: 5
- Charge: +4
- Gap between HOMO and LUMO (alpha / beta): 5.948 / 5.644 eV



(7)
Molecular formula: C38H27I2N9O6S2Tl
Method: DFT, the ωB97M-V functional and the def2-TZVPD basis

Atoms and positions in Å:
C -4.748 -2.719 -3.561
H 0.957 0.777 3.385
S -0.576 -2.452 -1.808
C -2.205 -2.575 -2.505
C 0.953 3.891 -1.915
Tl -0.009 0.058 0.351
C -3.666 -3.151 -4.311
C -0.917 3.222 3.988
N -3.004 1.455 -1.054
H 0.435 -3.009 1.823
C -3.676 1.215 -2.247
C -4.557 -2.222 -2.277
C 3.510 -3.012 1.217
C 3.974 -0.402 3.444
I 6.901 -0.979 3.987
C -3.878 0.849 -4.601
O -2.025 -0.721 0.922
N -1.434 2.627 1.723
H -5.402 -1.886 -1.690
H 0.602 3.189 0.115
C 5.444 0.411 1.726
H 3.823 -0.909 4.390
C 4.110 -2.212 -0.953
N 0.671 -1.026 2.387
N -0.309 -0.866 -1.707
C -1.623 3.413 2.756
N -3.340 5.323 2.548
C 4.426 -2.943 0.181
C 0.990 3.501 -3.221
H 1.247 4.204 -4.005
H 1.662 -2.761 3.086
N -0.352 3.070 4.978
C 3.016 0.712 1.494
H -3.118 -1.749 -0.744
C 0.075 -0.503 -4.123
N 2.008 -1.637 -0.003
O 2.010 1.121 0.801
O 0.330 -3.102 -2.723
O -0.567 1.706 1.896
C 0.618 2.939 -0.936
H 4.800 -2.121 -1.780
H -3.815 -3.544 -5.309
C -3.832 1.454 -0.074
H 0.959 2.388 -5.711
C 5.256 -0.231 2.940
H 6.437 0.545 1.321
H -1.527 -3.433 -4.341
C 0.707 1.703 -4.911
C 2.305 -2.336 1.085
H -5.747 -2.768 -3.976
C 2.870 0.051 2.743
C 1.484 -0.171 3.277
C 1.242 -2.354 2.159
N 0.330 1.703 -1.249
C 0.402 0.395 -5.156
H -0.262 -1.140 2.783
H 1.552 -0.642 4.264
H 2.589 -0.983 -1.861
C 0.365 1.277 -2.532
H 3.733 -3.549 2.130
N -2.185 -1.263 2.088
C -5.263 0.688 -4.466
C -5.868 0.789 -3.230
C -3.283 -2.144 -1.740
I 4.591 1.808 -0.816
H -3.527 1.601 0.950
H 0.409 0.020 -6.172
H -5.865 0.477 -5.340
C 2.883 -1.573 -0.999
H 5.383 -3.443 0.266
C -2.573 4.468 2.631
C 0.036 -0.101 -2.801
H 1.179 4.904 -1.614
H -6.938 0.658 -3.123
C 0.695 2.165 -3.575
S -5.503 1.178 -0.454
H -0.136 -1.528 -4.380
C -3.083 1.118 -3.507
C -5.063 1.046 -2.123
O -0.651 -2.935 -0.453
H -3.423 0.760 -5.579
H -2.015 1.245 -3.613
O -3.307 -1.641 2.304
C 4.342 0.870 1.030
C -2.384 -3.081 -3.781

- Multiplicity: 1
- Charge: -1
- Gap between HOMO and LUMO: 7.375 eV



(8)
Molecular formula: C2H9NPS
Method: DFT, the ωB97M-V functional and the def2-TZVPD basis

Atoms and positions in Å:
H -1.371 0.560 -2.842
C -0.430 0.246 -0.760
H 1.061 0.945 2.256
P -0.307 1.200 -2.298
H -0.950 2.200 -1.671
N 1.518 0.088 1.971
S 0.553 -1.257 -0.467
H 0.940 -0.794 1.063
H 2.424 0.341 1.498
H -1.746 -1.550 -1.401
C -1.179 -1.063 -0.526
H -0.483 0.889 0.055
H 1.705 -0.538 2.755
H -1.735 -1.266 0.368

- Multiplicity: 1
- Charge: +1
- Gap between HOMO and LUMO: 10.119 eV



(9)
Molecular formula: C4H10O2
Method: DFT, the ωB97M-V functional and the def2-TZVPD basis

Atoms and positions in Å:
H -2.209 -0.694 -1.106
C 1.479 0.716 0.256
O 0.281 -0.431 -1.460
C 0.333 -0.235 -0.061
H -1.162 1.298 -0.020
H -3.127 -0.227 0.342
H 1.609 0.818 1.342
O 2.648 0.201 -0.372
H 1.193 -0.607 -1.733
C -1.015 0.294 0.402
H -0.992 0.403 1.495
H 3.375 0.191 0.257
H -2.038 -1.625 0.389
C -2.168 -0.615 -0.017
H 1.254 1.708 -0.161
H 0.538 -1.195 0.447

- Structure (SMILES): CC[C@@H](O)CO
- Multiplicity: 1
- Gap between HOMO and LUMO: 10.773 eV



ΔE to the lowest compared entry with this formula, charge and spin / kcal per mole: 28.2 11.5 12.7 96.1 0.0 11.4 0.0 37.4 14.5
Max |F| / eV/A: 2.212 0.513 0.294 4.316 0.631 5.057 0.721 2.841 0.356